This record from the OMol25 dataset describes a molecular structure, C51H68InN2O2PTe in a non-equilibrium geometry. The level of theory is ωB97M-V/def2-TZVPD.

Computed properties:
2S+1 = 1
E_HOMO = -12.6 eV
ΔE to the lowest compared entry with this formula, charge and spin = 11.5 kJ/mol
charge = +2

```
126
C51H68InN2O2PTe (ωB97M-V/def2-TZVPD)
In 0.3899 0.6537 0.5425
O -3.1484 6.6996 2.5585
C -1.8759 6.4594 3.0953
C -1.3577 5.1497 2.5834
C -0.2211 4.5484 3.1184
C 0.1796 3.3276 2.6141
N -0.4592 2.6810 1.6437
C -1.5324 3.2604 1.0931
C -2.0011 4.4892 1.5448
C -2.1416 2.6126 -0.0815
C -3.3741 3.0038 -0.5932
C -3.8027 2.4974 -1.8162
C -5.1439 2.8819 -2.3821
O -5.3537 2.4132 -3.6812
C -2.9586 1.6229 -2.4931
C -1.7927 1.2146 -1.8721
N -1.4074 1.6757 -0.6905
H -3.5235 7.4943 2.9532
H -1.9023 6.4226 4.1935
H -1.1674 7.2537 2.8103
H 0.3345 5.0171 3.9142
H 1.0682 2.8491 3.0155
H -2.8595 4.9649 1.1050
H -4.0109 3.6833 -0.0511
H -5.2748 3.9695 -2.3018
H -5.9185 2.4140 -1.7586
H -4.9858 3.0260 -4.3270
H -3.2321 1.2479 -3.4669
H -1.1309 0.4923 -2.3357
C 1.4027 -0.6667 -5.9420
C 1.3348 0.1591 -4.6557
C 0.3803 1.3420 -4.8318
C 0.9348 -0.7154 -3.4957
C 1.8096 -0.9296 -2.4429
C 1.4826 -1.7392 -1.3587
C 2.5615 -2.0947 -0.3488
C 3.7212 -1.0974 -0.3337
C 3.1596 -3.4755 -0.6597
C 0.2144 -2.3558 -1.3289
C -0.6290 -2.2506 -2.4505
C -0.2704 -1.4008 -3.4885
C -1.8250 -3.1561 -2.6643
C -1.4075 -4.2995 -3.5997
C -3.0279 -2.4462 -3.2972
C -0.1348 -3.3448 -0.2685
C 0.1848 -4.6721 -0.5684
C -0.1454 -5.7226 0.2637
C -0.8242 -5.4633 1.4421
C -1.1362 -4.1590 1.7681
C -0.7966 -3.0811 0.9424
P -1.2715 -1.4188 1.5644
C -3.1518 -1.2746 1.2920
C -3.6404 0.0501 1.8730
C -3.3521 -1.2865 -0.2202
C -3.9487 -2.4444 1.8672
C -0.8966 -1.3666 3.4432
C -1.8856 -1.9959 4.4264
C 0.4709 -2.0317 3.6072
C -0.8065 0.1116 3.8318
H 1.7334 -0.0456 -6.7699
H 0.4267 -1.0727 -6.1956
H 2.1004 -1.4920 -5.8236
H 2.3314 0.5584 -4.4468
H -0.6272 1.0012 -5.0565
H 0.7157 1.9620 -5.6598
H 0.3516 1.9514 -3.9298
H 2.7920 -0.4946 -2.5110
H 2.0995 -2.1326 0.6531
H 4.3493 -1.2487 -1.2090
H 4.3503 -1.2769 0.5347
H 3.3717 -0.0661 -0.3297
H 3.2984 -3.5892 -1.7320
H 2.5382 -4.2888 -0.3003
H 4.1340 -3.5690 -0.1857
H -0.9326 -1.3147 -4.3349
H -2.1194 -3.6026 -1.7091
H -1.0604 -3.9030 -4.5492
H -2.2572 -4.9492 -3.7891
H -0.6115 -4.8982 -3.1723
H -2.8908 -2.3575 -4.3707
H -3.1875 -1.4538 -2.8860
H -3.9288 -3.0329 -3.1368
H 0.7011 -4.8717 -1.4956
H 0.1198 -6.7327 -0.0069
H -1.1065 -6.2688 2.1017
H -1.6640 -3.9778 2.6876
H -2.9958 0.8738 1.5615
H -3.6894 0.0196 2.9583
H -4.6474 0.2538 1.5110
H -2.6886 -0.5817 -0.7161
H -4.3812 -1.0256 -0.4631
H -3.1621 -2.2810 -0.6096
H -3.9764 -2.4489 2.9508
H -3.5635 -3.3967 1.5098
H -4.9769 -2.3576 1.5156
H -2.1082 -3.0398 4.2347
H -2.8173 -1.4395 4.4745
H -1.4283 -1.9476 5.4147
H 0.3839 -3.1129 3.6797
H 0.9518 -1.6728 4.5159
H 1.1130 -1.8086 2.7535
H -1.7686 0.6071 3.7278
H -0.0749 0.6417 3.2257
H -0.5080 0.1938 4.8762
C 4.3531 1.6997 2.0141
Te 2.6587 0.6420 2.7873
C 3.8203 -1.1234 3.2300
H 5.0832 1.7579 2.8173
H 4.0445 2.6972 1.7242
H 4.7719 1.1762 1.1619
H 4.8582 -0.8866 3.0323
H 3.5144 -1.9804 2.6431
H 3.7070 -1.3567 4.2819
C 1.6699 1.7650 -0.7724
C 2.3123 2.2999 -1.6459
C 3.0848 2.9132 -2.6631
C 2.5549 3.9725 -3.4005
C 3.2821 4.5096 -4.4450
C 4.5301 3.9946 -4.7631
C 5.0588 2.9455 -4.0266
C 4.3494 2.4091 -2.9693
H 1.5766 4.3621 -3.1492
H 2.8760 5.3344 -5.0119
H 5.0979 4.4143 -5.5794
H 6.0299 2.5461 -4.2716
H 4.7690 1.6016 -2.3865
```

This record from the OMol25 dataset describes a molecular structure, C51H70CuGeN4P3Te in a non-equilibrium geometry. The level of theory is ωB97M-V/def2-TZVPD.

Computed properties:
2S+1 = 1
E_HOMO = -12.6 eV
ΔE to the lowest compared entry with this formula, charge and spin = 113.5 kJ/mol
charge = +2

```
131
C51H70CuGeN4P3Te (ωB97M-V/def2-TZVPD)
Cu -0.3755 -0.0205 -0.0864
C -1.5120 0.7695 -4.3966
C -1.4279 -0.7190 -4.0678
C -0.7844 -1.4706 -5.2336
P -0.6592 -0.9916 -2.3532
C 0.9823 -1.6802 -2.8661
N 2.0357 -1.7877 -1.8922
Ge 2.0704 -0.7799 -0.1720
N 2.9792 1.0233 -0.1960
C 2.2605 2.2301 0.0857
P 0.4742 2.2112 -0.3691
C 0.4764 2.6969 -2.1862
C -0.7393 3.5608 -2.5183
C 1.7568 3.3066 -2.7491
C -0.0186 3.6476 0.7308
C 0.7429 4.9509 0.5068
C -1.5222 3.8915 0.7059
C 4.2353 0.9411 0.3678
C 4.9605 2.0258 0.8710
C 6.2260 1.8330 1.3912
C 6.7727 0.5628 1.4738
C 6.0701 -0.5196 0.9700
C 4.8327 -0.3260 0.3903
N 4.0577 -1.3793 -0.2148
C 4.3911 -1.5738 -1.6025
C 5.6830 -1.5218 -2.0888
C 5.9294 -1.8194 -3.4190
C 4.8760 -2.1779 -4.2443
C 3.5749 -2.1689 -3.7786
C 3.3050 -1.8385 -2.4461
C 4.1518 -2.6171 0.5193
C 5.1684 -3.5359 0.3397
C 5.2305 -4.6633 1.1424
C 4.2678 -4.8579 2.1196
C 3.2081 -3.9802 2.2554
C 3.1243 -2.8418 1.4459
N 2.1341 -1.8837 1.5256
C 0.9494 -2.2629 2.2354
P -0.5444 -1.1895 1.9976
C -1.8179 -2.3296 2.8055
C -1.2853 -3.2342 3.9168
C -2.4909 -3.1772 1.7301
C -0.3094 0.2581 3.1852
C 1.1734 0.5411 3.3978
C -1.0353 0.1706 4.5230
C -1.6369 -2.4629 -1.7314
C -3.0570 -1.9557 -1.4764
C -1.6583 -3.7250 -2.5849
H -2.1303 0.9183 -5.2798
H -0.5285 1.1803 -4.6160
H -1.9629 1.3198 -3.5740
H -2.4552 -1.0840 -3.9652
H 0.1814 -1.0510 -5.5067
H -1.4315 -1.3694 -6.1039
H -0.6678 -2.5320 -5.0329
H 1.3042 -1.0004 -3.6699
H 0.8026 -2.6732 -3.2977
H 2.7214 3.0555 -0.4701
H 2.2959 2.4703 1.1608
H 0.3423 1.7172 -2.6733
H -0.6129 4.5746 -2.1481
H -1.6464 3.1367 -2.0907
H -0.8659 3.6210 -3.5969
H 2.0246 4.2448 -2.2693
H 1.5896 3.5192 -3.8035
H 2.5960 2.6167 -2.6831
H 0.2430 3.2589 1.7283
H 0.6333 5.3098 -0.5118
H 1.8018 4.8651 0.7363
H 0.3226 5.7034 1.1704
H -1.8086 4.4986 -0.1476
H -1.8172 4.4219 1.6090
H -2.0668 2.9411 0.6656
H 4.5664 3.0268 0.8172
H 6.7889 2.6838 1.7392
H 7.7403 0.4101 1.9225
H 6.4840 -1.5132 1.0334
H 6.4942 -1.2432 -1.4337
H 6.9369 -1.7857 -3.7995
H 5.0663 -2.4626 -5.2666
H 2.7851 -2.4745 -4.4448
H 5.9053 -3.3822 -0.4333
H 6.0256 -5.3778 1.0027
H 4.3378 -5.7112 2.7751
H 2.4808 -4.1629 3.0288
H 1.1693 -2.2745 3.3105
H 0.6293 -3.2739 1.9350
H -2.5736 -1.6606 3.2328
H -0.7379 -4.0835 3.5145
H -2.1341 -3.6344 4.4683
H -0.6515 -2.7114 4.6266
H -1.7583 -3.7434 1.1564
H -3.0673 -2.5484 1.0561
H -3.1705 -3.8910 2.1902
H -0.7376 1.1075 2.6318
H 1.6255 -0.1975 4.0541
H 1.2911 1.5141 3.8698
H 1.7124 0.5403 2.4495
H -0.6346 -0.6237 5.1464
H -2.1055 0.0278 4.3971
H -0.8968 1.1112 5.0541
H -1.1666 -2.6988 -0.7631
H -3.5374 -1.6268 -2.3957
H -3.0338 -1.1004 -0.7972
H -3.6807 -2.7377 -1.0499
H -2.1385 -3.5508 -3.5444
H -2.2321 -4.4884 -2.0615
H -0.6591 -4.1225 -2.7469
Te -3.4477 0.5467 1.3567
C -4.3183 1.8141 2.8546
C -4.4757 3.1790 2.6805
C -5.0619 3.9392 3.6782
C -5.4942 3.3414 4.8509
C -5.3463 1.9751 5.0183
C -4.7599 1.2125 4.0241
C -4.8286 0.9788 -0.2361
C -5.8553 0.0751 -0.4676
C -6.7559 0.3009 -1.4941
C -6.6332 1.4267 -2.2910
C -5.6074 2.3285 -2.0616
C -4.7048 2.1024 -1.0353
H -4.1605 3.6510 1.7617
H -5.1779 5.0028 3.5365
H -5.9484 3.9352 5.6288
H -5.6944 1.5004 5.9220
H -4.6709 0.1420 4.1530
H -5.9567 -0.8026 0.1565
H -7.5573 -0.3993 -1.6739
H -7.3406 1.6012 -3.0865
H -5.5122 3.2073 -2.6822
H -3.9062 2.8082 -0.8583
```

Gap between HOMO and LUMO
In order: 6.825, 5.339
Unit: eV
LUMO
In order: -0.212, -0.267
Unit: hartree